1.
74
Properties=species:S:1:pos:R:3:forces:R:3:mulliken_spin:R:1 method="wB97M-V/def2-TZVPD" orbital_gap_ev=8.0 e_homo_ev=-7.97 charge=0 energy_ha=-3575.87635 s2=3.753 multiplicity=4
H -1.65375 3.33486 1.86562 0.130 0.113 0.148 0.000
C 1.53244 -0.88254 -3.61180 -1.344 0.595 0.722 0.000
C 2.06890 2.89738 -0.86878 -0.134 0.246 -0.118 0.000
H -0.77833 1.35487 5.59746 0.041 -0.242 0.129 0.000
C -0.24238 2.38366 -1.34306 1.448 -0.020 -0.088 0.000
H 0.04481 -0.83927 8.18595 0.178 -0.374 -0.232 0.000
C 1.90201 -3.94581 -2.10248 0.181 -1.601 0.095 0.000
H -2.99014 2.19081 0.16618 0.077 -0.574 -0.195 0.000
H 1.39717 2.14049 3.55704 -0.313 0.316 -0.371 -0.001
H 1.21020 5.12874 1.39168 0.150 -0.265 0.095 0.000
C 0.15581 -0.32129 -5.55103 0.302 -0.288 -0.442 0.000
H 2.23420 -4.96930 -1.89454 -0.006 0.091 -0.072 0.000
Cl 0.02896 -0.64929 0.65030 0.079 -0.099 -1.378 -0.011
H 1.42268 -2.84866 -4.32901 0.308 0.037 -0.254 0.000
C 1.47432 4.48396 2.23399 0.302 -0.149 0.337 0.000
Nd -0.84448 -0.51701 2.88509 -0.563 -0.579 0.855 3.021
C 0.40182 2.51062 3.23502 -0.204 -0.447 -0.002 0.001
C 0.14457 1.07889 -1.57864 -0.387 -0.382 -0.301 0.000
Cl 1.87696 -0.51514 3.15186 -0.063 0.230 0.741 -0.004
Si 0.72624 -3.14458 -0.92000 1.873 -2.669 1.317 0.000
C 1.41275 -3.63660 0.76834 -0.060 0.504 0.610 0.001
H -0.40696 0.55902 -5.87870 0.148 -0.202 -0.030 0.000
O -0.91200 -1.19707 5.17215 0.584 1.129 1.862 -0.002
C -3.21521 -1.13005 -0.70663 0.294 0.161 -0.146 0.000
H 0.50509 4.37806 -1.02931 0.000 0.176 0.174 0.000
C 1.48821 0.66660 -1.59958 0.309 0.449 0.339 -0.001
H 1.86645 -4.63655 0.73220 -0.077 0.175 -0.264 0.000
C -0.54511 -0.60001 6.22643 -0.095 -1.231 -0.930 0.001
C 1.86996 -0.70038 -2.14506 -1.586 -1.142 -0.129 0.000
H -1.27124 2.66315 -1.33981 -0.521 0.183 -0.205 0.000
C -0.92940 -3.89326 -1.09993 -0.924 -0.149 -0.416 0.000
H 1.36275 -3.92873 -3.05375 0.491 -0.374 0.262 0.000
H 0.10827 -2.29714 7.18192 -0.339 0.794 0.151 0.000
H -0.35494 -1.22892 -5.87849 -0.087 -0.011 -0.203 0.000
H -1.45879 4.66616 3.05031 -0.035 -0.142 -0.151 0.000
H -3.20103 -1.47258 0.32110 0.070 -0.091 0.112 0.000
H 2.79877 3.61720 -0.48980 -0.094 -0.225 -0.319 0.000
H -1.18823 -4.01912 -2.16029 -0.090 0.103 0.150 0.000
N -0.12237 -1.30857 7.30810 -0.103 -0.284 -0.285 0.000
H -0.28280 1.12326 7.28116 -0.170 -0.074 -1.016 0.000
O -2.56850 0.66856 1.45524 -0.587 0.540 -0.747 0.000
H 2.48529 -1.83693 -5.28104 0.031 0.098 -0.454 0.000
H -0.88540 4.87761 1.38277 -0.060 -0.150 0.057 0.000
C 0.75677 3.33124 -1.10384 0.391 -0.565 0.599 0.000
N 0.31730 3.64370 2.55109 -0.217 0.019 0.096 0.000
H 3.48568 1.20756 -0.92488 -0.942 0.485 -0.263 0.000
H -0.89938 -4.89955 -0.65782 0.184 0.226 -0.050 0.000
H 0.70677 -3.65755 1.61365 0.024 0.171 -0.363 0.000
H -0.64022 0.34185 -1.78106 0.540 0.301 0.382 0.000
C 2.44581 1.56918 -1.11124 0.013 -0.529 -0.259 0.000
H 3.07495 -2.43765 -3.76386 -0.415 0.198 -0.116 0.000
N -0.53195 0.73931 6.36395 -0.021 0.390 0.937 0.000
H 1.17615 -0.31031 -5.94885 -0.528 0.044 -0.857 0.000
H -2.40650 -1.59650 -1.26529 0.080 -0.039 0.084 0.000
Cl -2.16188 -2.81277 2.54832 -0.103 0.107 0.024 -0.006
C -2.86744 1.09464 0.32354 0.299 -0.896 0.303 0.000
C 2.17707 -2.06981 -4.26924 0.542 0.963 -0.937 0.000
H 2.76537 -3.26232 -2.13234 -0.261 -0.693 0.014 0.000
O 1.03774 -1.74594 -1.56794 0.482 3.916 -0.718 -0.001
H -2.69204 0.54460 -2.85088 -0.307 0.231 0.504 0.000
C -1.00891 4.15500 2.19071 0.088 0.014 0.035 0.000
O -0.61896 1.81954 3.51386 0.632 0.871 0.128 0.001
H -3.37647 2.00409 -2.04456 0.014 -0.549 0.066 0.000
H -0.32562 0.23894 -3.48799 1.233 -0.207 -0.627 0.000
C -3.40097 0.90021 -2.07238 0.070 -0.022 -0.013 0.000
H -4.41095 0.56491 -2.38000 0.434 0.213 0.236 0.000
N -3.05078 0.31804 -0.76470 -0.709 1.119 -0.026 0.000
H -4.15390 -1.39450 -1.20334 -0.014 0.059 0.195 0.000
H 2.19937 -2.92325 1.05236 -0.056 -0.150 0.013 0.000
H 2.32731 3.84931 1.96151 -0.255 0.227 0.068 0.000
H 1.75467 5.13095 3.08121 -0.140 -0.228 -0.222 0.000
H -1.72780 -3.36553 -0.58550 -0.037 -0.030 0.084 0.000
H 2.95816 -0.88175 -2.12262 -0.283 -0.094 0.951 0.000
C 0.42301 -0.30070 -4.10001 0.113 0.271 0.322 0.000



2.
64
Properties=species:S:1:pos:R:3:forces:R:3:mulliken_spin:R:1 method="wB97M-V/def2-TZVPD" orbital_gap_ev="3.9 / 5.9" e_homo_ev="-3.27 / -5.45" charge=0 energy_ha=-2216.74889 s2=15.764 multiplicity=8
C -0.94763 1.59771 0.99500 -1.907 1.076 0.649 0.018
H -4.29337 0.37671 0.38478 -0.070 0.075 0.038 -0.001
H 7.09403 -2.66332 -0.09055 -0.101 -0.035 -0.241 -0.010
C 5.74520 -1.62316 -1.33524 0.236 0.719 -1.079 0.021
H -4.32896 2.05735 -0.17143 -0.048 -0.156 0.149 -0.001
H 2.82363 -4.18777 -2.65633 0.121 0.191 0.309 0.008
H 3.85996 1.11657 -3.57520 -0.260 0.037 -0.009 -0.014
H 4.65699 -2.03174 -4.49797 0.092 -0.107 0.217 0.000
C 4.09327 -4.04643 -0.96839 -0.089 -0.914 -0.865 0.026
Eu 1.21104 -0.52475 0.79073 -0.526 0.172 0.964 6.191
C 1.41175 -1.71368 -1.98357 -0.083 -0.234 -0.398 -0.036
C 1.02572 -3.56575 0.37198 -0.487 -0.427 -0.063 -0.044
C 4.27895 1.37823 -0.70290 0.493 0.165 -0.170 0.076
H -3.17871 1.35318 3.91606 -0.178 -0.130 -0.169 0.000
H -3.57269 3.92700 1.30196 -0.041 -0.083 0.171 0.000
H 3.34010 -4.38472 -0.26703 -0.034 0.452 -0.151 -0.003
H 5.12110 1.10864 -1.36108 -0.171 0.201 0.267 0.003
C -3.81870 0.99829 3.09618 0.097 -0.195 0.285 -0.002
P 2.65523 0.91383 -1.41710 -0.579 -0.843 0.755 0.072
H 0.82292 -1.02922 -2.62761 0.216 -0.296 0.356 -0.030
C -0.23454 -3.99368 -2.11424 -0.323 -0.419 -0.197 0.087
H 4.50150 -4.30412 -4.25787 0.075 0.073 0.250 0.001
H 2.59486 2.34905 -3.32086 0.141 -0.290 -0.003 -0.020
H 4.43271 0.93045 0.29104 -0.227 0.033 -0.339 -0.012
C 0.32048 2.11171 0.45511 -0.301 -0.024 -0.631 0.227
H 0.23181 3.14591 0.09016 -0.243 -0.174 0.312 -0.008
H 6.31427 -2.45415 -4.14217 -0.192 0.046 0.059 0.002
H -3.61671 -0.06842 2.95397 -0.066 0.144 -0.034 -0.001
H 1.14085 2.12507 1.20249 -0.175 -0.286 -0.361 0.071
H 1.83378 -2.48196 -2.66539 -0.290 0.566 0.436 0.006
H 0.25078 -3.91564 1.07206 0.145 0.145 -0.173 0.038
H -4.78492 3.47096 2.52496 0.250 -0.205 -0.110 0.001
H 5.98294 -4.98207 -0.71386 -0.223 0.170 0.193 -0.005
C -2.10241 1.59392 1.40307 0.852 0.381 -0.477 -0.127
C 5.30993 -1.39553 -2.59141 1.450 0.213 0.847 -0.002
H 4.26667 2.47208 -0.55162 0.041 -0.398 -0.148 -0.011
P 0.11299 -2.63168 -0.94517 0.110 0.642 0.175 0.042
C -4.48417 1.40660 0.69887 0.102 -0.071 -0.336 0.004
C 5.48142 -4.04003 -0.42591 0.363 0.052 0.545 0.017
C -3.75725 3.29166 2.17680 0.457 0.258 -0.115 -0.001
H 1.53065 -4.46182 -0.01047 -0.078 0.315 0.081 -0.022
H 7.00944 -3.28946 -1.72869 -0.062 0.265 0.078 0.006
H 5.76289 -0.81230 -0.60369 -0.196 -0.194 -0.277 0.000
H 5.77496 -4.44572 -3.08217 -0.306 0.185 0.205 -0.001
C 4.88070 -3.85212 -3.32834 0.310 0.080 -0.731 0.002
H 5.07777 -0.37536 -2.91681 -0.143 -0.409 0.376 -0.009
C 2.84569 1.28537 -3.18687 0.321 0.291 -0.700 0.060
C 2.61983 -0.97487 -1.34045 0.707 -0.041 -1.002 0.156
H 5.42629 -4.03778 0.67271 0.048 0.045 -0.318 -0.013
H 1.75683 -2.99442 0.97884 0.119 0.016 -0.143 0.132
H -3.05928 3.58833 2.96970 -0.199 0.040 -0.146 -0.002
H -5.53398 1.49040 1.00724 0.235 0.025 0.056 0.001
C -3.53250 1.81101 1.82950 0.257 -0.395 0.139 -0.062
H -4.86817 1.12238 3.39571 0.216 -0.020 -0.079 0.002
C 5.30825 -2.40546 -3.69243 -0.010 -0.157 -0.557 0.000
C 3.82413 -3.97106 -2.27782 -0.017 -0.732 0.507 -0.033
H 2.91261 -1.40851 -0.33947 0.332 0.122 -0.472 0.390
H -1.18992 -4.42497 -1.77458 0.376 -0.125 -0.286 -0.023
H 3.48247 -1.26934 -1.94570 -0.567 -0.019 0.499 -0.111
H 0.55833 -4.76535 -2.11285 -0.374 0.331 -0.102 0.002
H -0.38399 -3.59322 -3.13025 0.045 -0.155 0.352 -0.005
H 0.61679 1.55065 -0.47418 -0.207 0.595 1.129 -0.058
H 2.12863 0.71860 -3.79253 0.120 0.023 0.193 0.020
C 6.39768 -2.88980 -0.90994 0.446 -0.612 0.291 -0.017